{
  "formula": "C6H16",
  "method": "wB97M-V/def2-TZVPD",
  "symbols": ["C", "C", "C", "C", "H", "H", "H", "H", "H", "H", "H", "H", "H", "H", "C", "C", "H", "H", "H", "H", "H", "H"],
  "coordinates": [[-1.005814, -0.241075, -0.483939], [-1.624497, -1.535802, -1.012914], [-0.672641, 0.684177, -1.658149], [-1.956180, 0.489996, 0.486685], [-0.101105, -0.430705, 0.110412], [-2.597665, -1.286861, -1.460046], [-1.530105, 0.702348, -2.345831], [-0.495144, 1.720180, -1.374393], [0.198026, 0.355355, -2.214913], [-2.380047, -0.201081, 1.214099], [-1.379571, 1.264575, 1.003022], [-2.760304, 0.998484, -0.063459], [-1.728626, -2.265077, -0.221379], [-0.990941, -1.940274, -1.803263], [2.530727, 0.876036, 0.831839], [2.548516, -0.316806, 1.748217], [2.663557, 1.810333, 1.378677], [3.349759, 0.866070, 0.105718], [1.585925, 1.015967, 0.310717], [2.438617, -1.259502, 1.200634], [3.515697, -0.432381, 2.238370], [1.792286, -0.303276, 2.530091]],
  "forces_ev_per_a": [[-0.26, 0.60, 0.31], [0.29, 0.69, -0.20], [-0.32, -0.02, -0.11], [0.33, 0.09, -0.46], [-0.03, -0.29, -0.35], [0.12, -0.27, 0.18], [0.17, -0.01, 0.05], [0.06, 0.04, 0.27], [0.14, -0.19, -0.14], [-0.07, 0.08, 0.08], [-0.21, -0.06, 0.11], [0.03, -0.23, 0.15], [-0.21, -0.26, 0.11], [-0.04, -0.19, 0.01], [0.11, 0.90, -0.08], [0.39, -0.91, 0.03], [0.07, -0.01, 0.24], [-0.21, -0.23, -0.03], [-0.03, -0.27, -0.20], [-0.24, 0.15, -0.07], [0.05, 0.24, 0.14], [-0.13, 0.17, -0.04]],
  "homo_ha": -0.4130,
  "e_tot_ev": -6481.5312,
  "total_charge": 0,
  "mol_weight_g_mol": 88.2,
  "de_lowest_kj_mol": 12.2,
  "multiplicity": 1,
  "smiles": "CC(C)C.CC"
}

---

{
  "formula": "C6H16ClCrN3O4",
  "method": "wB97M-V/def2-TZVPD",
  "symbols": ["Cr", "O", "Cl", "O", "O", "O", "N", "C", "C", "C", "N", "C", "C", "N", "C", "H", "H", "H", "H", "H", "H", "H", "H", "H", "H", "H", "H", "H", "H", "H", "H"],
  "coordinates": [[-0.422508, -1.756947, 0.624186], [-0.550002, -2.022286, 4.055809], [-0.709057, -2.795470, 2.921936], [-1.020950, -4.116450, 3.088670], [-1.705108, -2.136761, 2.061320], [0.506166, -2.653441, 2.103562], [0.571252, 2.546792, 1.254000], [0.305438, 1.340306, 0.408210], [1.540142, 1.030150, -0.437751], [1.311830, -0.156169, -1.384265], [1.209607, -1.423493, -0.628481], [0.050053, 0.031905, -2.232207], [-1.194211, 0.429490, -1.432088], [-1.691459, -0.745518, -0.683841], [-0.907402, 1.602047, -0.484501], [1.381378, 2.397498, 1.871464], [-0.242916, 2.777094, 1.840467], [0.773794, 3.365088, 0.661497], [0.094095, 0.491094, 1.083325], [2.398488, 0.807779, 0.198458], [1.783648, 1.896790, -1.054883], [2.175499, -0.204754, -2.061477], [2.053740, -1.546568, -0.060041], [1.247297, -2.186841, -1.310475], [-0.157124, -0.897929, -2.762719], [0.241666, 0.789546, -2.994873], [-1.964888, 0.762849, -2.140487], [-2.038742, -1.418897, -1.373182], [-2.522701, -0.477059, -0.147372], [-1.797800, 1.788446, 0.118381], [-0.719227, 2.481708, -1.102645]],
  "forces_ev_per_a": [[-0.16, -0.75, -0.20], [0.07, 0.44, 1.44], [0.01, 0.18, 2.18], [-0.44, -1.88, 0.39], [-1.20, 1.01, -1.89], [1.58, 0.25, -1.87], [0.03, 0.15, 0.31], [-0.12, -0.55, -0.73], [-0.08, -0.27, 0.10], [-0.10, 0.46, -0.47], [0.55, -0.10, 0.35], [0.02, 0.08, 0.11], [0.32, 0.36, -0.46], [-0.60, 0.12, 0.28], [-0.04, -0.26, 0.10], [-0.18, 0.13, -0.06], [0.22, 0.03, -0.05], [-0.03, -0.13, 0.18], [0.15, 0.64, 0.11], [0.12, 0.13, 0.05], [0.08, 0.07, -0.01], [-0.16, -0.01, 0.19], [-0.07, -0.09, -0.19], [-0.02, -0.03, 0.14], [0.00, -0.02, -0.20], [-0.01, -0.03, 0.04], [0.13, -0.09, 0.20], [0.00, -0.01, 0.13], [0.03, -0.10, -0.20], [-0.06, 0.17, 0.04], [-0.04, 0.09, -0.01]],
  "homo_ha": [-0.6014, -0.6016],
  "e_tot_ev": -60061.8216,
  "total_charge": 2,
  "mol_weight_g_mol": 281.7,
  "multiplicity": 1
}

---

{
  "formula": "C6H16FO2Rb2",
  "method": "wB97M-V/def2-TZVPD",
  "symbols": ["Rb", "Rb", "F", "C", "C", "C", "O", "H", "H", "H", "H", "H", "H", "H", "H", "C", "C", "C", "O", "H", "H", "H", "H", "H", "H", "H", "H"],
  "coordinates": [[-0.935178, -5.535872, 0.152026], [-3.639701, -1.993966, 3.614815], [-0.301117, -2.035600, 1.656353], [2.561835, 2.010461, 1.692032], [3.545339, 0.841780, 1.367193], [5.086701, 1.083300, 1.535583], [3.147503, -0.233912, 2.158473], [2.650781, 2.327664, 2.731057], [1.508236, 1.731270, 1.683401], [2.797940, 2.822591, 1.004417], [3.346401, 0.592127, 0.324978], [5.514337, 1.978867, 1.084825], [5.668780, 0.259943, 1.121606], [5.486747, 0.967779, 2.542913], [2.271377, -0.555523, 1.933594], [-3.608055, 0.709834, -1.400074], [-3.055318, -0.643000, -1.772147], [-3.466609, -1.151043, -3.177409], [-1.612621, -0.483585, -1.687642], [-3.197599, 0.972488, -0.425066], [-4.695380, 0.651195, -1.351210], [-3.506631, 1.495957, -2.148290], [-3.377036, -1.373681, -1.030065], [-3.511001, -0.269122, -3.816424], [-4.518763, -1.430544, -3.231860], [-2.783365, -1.821523, -3.698700], [-1.377605, -0.917885, -0.864381]],
  "forces_ev_per_a": [[0.35, 0.57, 0.10], [0.59, 0.23, -0.20], [-0.92, -0.62, -0.08], [1.27, 0.05, 0.26], [-0.68, 1.05, -0.05], [-0.16, -0.82, 0.19], [0.80, -1.29, 0.99], [0.63, 0.25, 0.04], [0.06, -0.36, -0.83], [-0.42, 0.29, 0.16], [0.29, 0.00, -0.35], [-0.52, 0.18, 0.04], [-0.45, -0.25, -0.77], [-0.76, 0.68, 0.55], [-0.21, 0.11, -0.24], [-1.41, -0.21, -0.10], [1.07, 0.09, -0.96], [-0.24, 1.68, -0.06], [-0.76, -0.86, -0.22], [-0.09, 0.36, -0.17], [-0.31, -0.15, 0.48], [0.88, -0.11, 0.02], [-0.01, -0.16, 0.23], [0.41, 0.24, -0.19], [0.09, -0.71, 0.34], [-0.12, -0.32, 0.57], [0.62, 0.08, 0.25]],
  "homo_ha": -0.3929,
  "e_tot_ev": -14597.6333,
  "total_charge": 1,
  "mol_weight_g_mol": 310.1,
  "de_lowest_kj_mol": 393.9,
  "multiplicity": 1
}